This record from OMol25 describes a cluster of 7 separate species, C39H75N10O11P2S in total at a distorted geometry. The level of theory is wB97M-V/def2-TZVPD.

Last columns: bonded neighbours and bond lengths (Å).
Atoms and positions in Å:
1 C 1.038 0.039 3.296  C2 1.218, H34 1.114
2 C 1.329 0.338 2.152  C1 1.218, N3 1.438
3 N 1.475 0.684 0.764  C2 1.438, C4 1.445, C27 1.530
4 C 0.319 1.083 -0.006  N3 1.445, N5 1.337, N10 1.472
5 N -0.628 1.954 0.363  C4 1.337, P6 1.796, P8 1.793
6 P -2.077 2.323 -0.632  N5 1.796, O7 1.510, H35 1.442, H36 1.445
7 O -3.058 3.140 0.175  P6 1.510
8 P -0.604 2.880 1.898  N5 1.793, S9 1.929, H37 1.442, H38 1.441
9 S -1.838 2.235 3.233  P8 1.929
10 N 0.380 0.343 -1.276  C4 1.472, C11 1.506, C16 1.524
11 C 0.260 1.121 -2.559  N10 1.506, C12 1.616, H39 1.144, H40 1.127
12 C -1.076 0.593 -3.301  C11 1.616, O13 1.428, H41 1.141, H42 1.140
13 O -0.846 0.251 -4.668  C12 1.428, C14 1.457
14 C -1.865 -0.710 -5.065  O13 1.457, C15 1.589, H43 1.133, H44 1.145
15 C -3.353 -0.229 -4.782  C14 1.589, H45 1.143, H46 1.129, H47 1.143
16 C 1.831 -0.119 -1.344  N10 1.524, O17 1.438, O18 1.413, C27 1.628
17 O 2.827 0.902 -1.163  C16 1.438, H48 0.979
18 O 2.115 -1.131 -2.288  C16 1.413, C19 1.423
19 C 3.175 -0.815 -3.184  O18 1.423, O20 1.220, C21 1.562
20 O 2.857 -0.513 -4.322  C19 1.220
21 C 4.704 -0.872 -2.870  C19 1.562, C22 1.516, C26 1.518
22 C 5.486 -2.149 -2.636  C21 1.516, C23 1.494, H49 1.125
23 C 6.942 -2.065 -2.309  C22 1.494, C24 1.499, H50 1.134
24 C 7.694 -0.774 -2.198  C23 1.499, C25 1.503, H51 1.133
25 C 6.939 0.498 -2.462  C24 1.503, C26 1.490, H52 1.130
26 C 5.487 0.425 -2.785  C21 1.518, C25 1.490, H53 1.127
27 C 1.807 -0.691 0.180  N3 1.530, C16 1.628, C28 1.618, C31 1.599
28 C 3.337 -1.108 0.502  C27 1.618, C29 1.601, H54 1.139, H55 1.140
29 C 3.478 -2.197 1.665  C28 1.601, C30 1.599, H56 1.139, H57 1.143
30 C 3.648 -3.703 1.154  C29 1.599, H58 1.141, H59 1.140, H60 1.131
31 C 0.744 -1.854 0.447  C27 1.599, N32 1.482, H61 1.141, H62 1.143
32 N 0.899 -3.043 -0.424  C31 1.482, C33 1.481, H63 1.022
33 C -0.139 -3.137 -1.476  N32 1.481, H64 1.134, H65 1.137, H66 1.140
34 H 0.901 -0.160 4.384  C1 1.114
35 H -1.673 3.088 -1.786  P6 1.442
36 H -2.692 1.071 -1.004  P6 1.445
37 H -0.892 4.238 1.508  P8 1.442
38 H 0.770 2.910 2.331  P8 1.441
39 H 0.143 2.223 -2.274  C11 1.144
40 H 1.151 1.078 -3.248  C11 1.127
41 H -1.839 1.439 -3.239  C12 1.141
42 H -1.484 -0.316 -2.747  C12 1.140
43 H -1.798 -0.948 -6.171  C14 1.133
44 H -1.703 -1.646 -4.425  C14 1.145
45 H -3.714 -0.453 -3.722  C15 1.143
46 H -3.559 0.853 -5.029  C15 1.129
47 H -4.038 -0.850 -5.454  C15 1.143
48 H 2.849 1.512 -1.929  O17 0.979
49 H 4.942 -3.132 -2.691  C22 1.125
50 H 7.539 -3.008 -2.109  C23 1.134
51 H 8.792 -0.707 -1.926  C24 1.133
52 H 7.476 1.489 -2.377  C25 1.130
53 H 4.906 1.372 -2.973  C26 1.127
54 H 3.948 -0.209 0.844  C28 1.139
55 H 3.793 -1.586 -0.426  C28 1.140
56 H 2.675 -2.094 2.467  C29 1.139
57 H 4.450 -1.942 2.210  C29 1.143
58 H 4.200 -4.272 1.975  C30 1.141
59 H 2.652 -4.247 1.045  C30 1.140
60 H 4.285 -3.788 0.223  C30 1.131
61 H 0.783 -2.251 1.516  C31 1.141
62 H -0.336 -1.503 0.314  C31 1.143
63 H 1.845 -3.148 -0.796  N32 1.022
64 H -0.106 -2.312 -2.253  C33 1.134
65 H -1.150 -3.061 -0.962  C33 1.137
66 H -0.126 -4.145 -2.010  C33 1.140
67 C -4.792 -2.499 -0.063  C68 1.504, H72 1.090, H73 1.091, H74 1.091
68 C -4.358 -1.060 -0.019  C67 1.504, O69 1.235, N70 1.352
69 O -4.055 -0.437 -1.042  C68 1.235
70 N -4.306 -0.451 1.187  C68 1.352, C71 1.453, H75 1.012
71 C -4.620 -1.010 2.490  N70 1.453, H76 1.091, H77 1.092, H78 1.087
72 H -4.784 -2.847 -1.096  C67 1.090
73 H -4.103 -3.117 0.515  C67 1.091
74 H -5.807 -2.598 0.326  C67 1.091
75 H -4.007 0.515 1.139  N70 1.012
76 H -5.422 -0.420 2.935  C71 1.091
77 H -3.731 -0.933 3.120  C71 1.092
78 H -4.929 -2.050 2.426  C71 1.087
79 C 11.971 -2.932 -4.871  C80 1.506, H84 1.089, H85 1.092, H86 1.092
80 C 10.839 -2.109 -4.314  C79 1.506, O81 1.225, N82 1.360
81 O 10.310 -2.373 -3.241  C80 1.225
82 N 10.409 -1.045 -5.042  C80 1.360, C83 1.449, H87 1.010
83 C 10.902 -0.574 -6.321  N82 1.449, H88 1.092, H89 1.092, H90 1.087
84 H 12.201 -3.742 -4.180  C79 1.089
85 H 11.683 -3.367 -5.830  C79 1.092
86 H 12.863 -2.314 -4.988  C79 1.092
87 H 9.649 -0.542 -4.607  N82 1.010
88 H 11.247 0.454 -6.200  C83 1.092
89 H 10.077 -0.591 -7.035  C83 1.092
90 H 11.717 -1.187 -6.697  C83 1.087
91 C -8.808 2.809 -0.816  C92 1.507, H96 1.089, H97 1.092, H98 1.092
92 C -8.796 1.900 -2.019  C91 1.507, O93 1.221, N94 1.363
93 O -9.755 1.801 -2.768  C92 1.221
94 N -7.668 1.174 -2.257  C92 1.363, C95 1.448, H99 1.010
95 C -6.438 1.152 -1.492  N94 1.448, H100 1.092, H101 1.088, H102 1.088
96 H -9.769 3.317 -0.760  C91 1.089
97 H -8.670 2.227 0.097  C91 1.092
98 H -8.023 3.563 -0.907  C91 1.092
99 H -7.733 0.589 -3.077  N94 1.010
100 H -5.619 1.455 -2.150  C95 1.092
101 H -6.263 0.133 -1.154  C95 1.088
102 H -6.477 1.818 -0.632  C95 1.088
103 C 4.367 -4.246 6.780  C104 1.507, H108 1.089, H109 1.092, H110 1.092
104 C 4.285 -4.802 5.382  C103 1.507, O105 1.225, N106 1.360
105 O 3.430 -4.437 4.585  C104 1.225
106 N 5.202 -5.737 5.016  C104 1.360, C107 1.449, H111 1.010
107 C 6.281 -6.294 5.807  N106 1.449, H112 1.092, H113 1.092, H114 1.087
108 H 3.573 -3.514 6.923  C103 1.089
109 H 4.235 -5.046 7.511  C103 1.092
110 H 5.327 -3.750 6.932  C103 1.092
111 H 5.085 -6.063 4.068  N106 1.010
112 H 7.224 -6.088 5.297  C107 1.092
113 H 6.140 -7.374 5.872  C107 1.092
114 H 6.314 -5.874 6.809  C107 1.087
115 C -6.900 2.188 6.435  C116 1.506, H120 1.089, H121 1.092, H122 1.091
116 C -6.152 1.887 5.163  C115 1.506, O117 1.226, N118 1.357
117 O -6.327 0.849 4.535  C116 1.226
118 N -5.261 2.809 4.717  C116 1.357, C119 1.448, H123 1.010
119 C -4.915 4.084 5.309  N118 1.448, H124 1.092, H125 1.093, H126 1.087
120 H -7.572 1.362 6.662  C115 1.089
121 H -6.199 2.302 7.265  C115 1.092
122 H -7.495 3.095 6.315  C115 1.091
123 H -4.800 2.537 3.860  N118 1.010
124 H -5.132 4.870 4.583  C119 1.092
125 H -3.844 4.084 5.526  C119 1.093
126 H -5.469 4.275 6.225  C119 1.087
127 C -5.184 5.026 1.048  C128 1.507, H132 1.089, H133 1.092, H134 1.092
128 C -6.315 5.804 1.667  C127 1.507, O129 1.224, N130 1.360
129 O -6.792 5.503 2.753  C128 1.224
130 N -6.806 6.871 0.980  C128 1.360, C131 1.448, H135 1.010
131 C -6.380 7.382 -0.307  N130 1.448, H136 1.092, H137 1.092, H138 1.087
132 H -4.905 4.210 1.713  C127 1.089
133 H -5.495 4.601 0.092  C127 1.092
134 H -4.314 5.671 0.910  C127 1.092
135 H -7.561 7.342 1.457  N130 1.010
136 H -6.059 8.418 -0.178  C131 1.092
137 H -7.233 7.356 -0.988  C131 1.092
138 H -5.563 6.801 -0.729  C131 1.087

Results
Strongest force on any atom ... 5.6 eV/Å
E ... -3986.694927 Ha
Net charge ... +1
HOMO ... -10.65 eV